[1]
Formula: IZn
Source: the Open Molecules 2025 dataset
Level of theory: the ωB97M-V functional and the def2-TZVPD basis

Its energy relative to the best compared isomer or geometry (same formula, charge and spin) is 198.39 kJ/mol.

```
! wB97M-V def2-TZVPD RIJCOSX def2/J DEFGRID3
* xyz 1 1
Zn -1.32 -0.81 -0.73
I 1.32 0.81 0.73
*
```



[2]
Formula: Mn2Na3O16S4
Source: the Open Molecules 2025 dataset
Level of theory: the ωB97M-V functional and the def2-TZVPD basis

As for the expectation value of S²: 30.01. Its total energy is -152000.76284 eV.

```
! wB97M-V def2-TZVPD RIJCOSX def2/J DEFGRID3
* xyz -1 11
Na 1.08 -1.43 -4.10
Na -2.87 -1.10 -1.36
Na 3.29 -1.48 0.16
Mn 0.36 2.10 -0.07
Mn -0.04 -1.49 2.11
S -2.02 0.47 1.45
O -1.91 -0.99 1.57
O -0.60 0.93 1.31
O -2.78 0.72 0.26
O -2.57 1.08 2.65
S 2.23 -2.55 2.99
O 0.91 -3.18 2.74
O 1.84 -1.14 2.73
O 2.65 -2.60 4.38
O 3.19 -2.89 1.97
S -0.97 3.79 -2.56
O 0.08 3.23 -1.66
O -2.14 2.88 -2.58
O -1.39 5.13 -2.17
O -0.53 3.78 -3.96
S 0.43 -1.06 -1.17
O 0.55 -1.53 0.21
O 0.23 0.39 -1.17
O 1.70 -1.35 -1.87
O -0.71 -1.68 -1.84
*
```



[3]
Formula: N2
Source: the Open Molecules 2025 dataset
Level of theory: the ωB97M-V functional and the def2-TZVPD basis

As for the SMILES: N#N. Its energy relative to the best compared isomer or geometry (same formula, charge and spin) is 875.68 kJ/mol.

```
! wB97M-V def2-TZVPD RIJCOSX def2/J DEFGRID3
* xyz 0 1
N -0.08 -0.68 0.50
N 0.08 0.68 -0.50
*
```



[4]
Formula: N2
Source: the Open Molecules 2025 dataset
Level of theory: the ωB97M-V functional and the def2-TZVPD basis

As for the SMILES: N#N. Its energy relative to the best compared isomer or geometry (same formula, charge and spin) is 4.43 kJ/mol.

```
! wB97M-V def2-TZVPD RIJCOSX def2/J DEFGRID3
* xyz 0 1
N 0.51 0.15 0.02
N -0.51 -0.15 -0.02
*
```



[5]
Formula: N2
Source: the Open Molecules 2025 dataset
Level of theory: the ωB97M-V functional and the def2-TZVPD basis

As for the SMILES: N#N. Its energy relative to the best compared isomer or geometry (same formula, charge and spin) is 749.84 kJ/mol.

```
! wB97M-V def2-TZVPD RIJCOSX def2/J DEFGRID3
* xyz 0 1
N 0.01 -0.79 0.16
N -0.01 0.79 -0.16
*
```



[6]
Formula: N2O10SSr
Source: the Open Molecules 2025 dataset
Level of theory: the ωB97M-V functional and the def2-TZVPD basis

Its energy relative to the best compared isomer or geometry (same formula, charge and spin) is 0.00 kJ/mol.

```
! wB97M-V def2-TZVPD RIJCOSX def2/J DEFGRID3
* xyz -2 1
Sr 0.70 0.64 -0.25
N -2.41 -0.78 -2.30
O -2.79 -1.71 -1.62
O -1.56 0.04 -1.87
O -2.84 -0.65 -3.48
N 4.01 1.62 -0.02
O 5.22 1.60 0.11
O 3.28 0.68 0.42
O 3.41 2.30 -0.90
S -1.43 -0.80 1.96
O -1.22 0.28 0.93
O -2.80 -1.31 1.93
O -0.34 -1.81 1.84
O -1.24 -0.08 3.26
*
```



[7]
Formula: N2O3S
Source: the Open Molecules 2025 dataset
Level of theory: the ωB97M-V functional and the def2-TZVPD basis

Its energy relative to the best compared isomer or geometry (same formula, charge and spin) is 75.96 kJ/mol.

```
! wB97M-V def2-TZVPD RIJCOSX def2/J DEFGRID3
* xyz 0 1
N 2.23 0.00 -0.40
N 1.22 -0.05 0.08
O -1.13 -0.89 1.15
O -0.55 -0.40 -1.28
O -0.96 1.37 0.36
S -0.82 -0.03 0.09
*
```



[8]
Formula: N2O4
Source: the Open Molecules 2025 dataset
Level of theory: the ωB97M-V functional and the def2-TZVPD basis

Its energy relative to the best compared isomer or geometry (same formula, charge and spin) is 47.94 kJ/mol.

```
! wB97M-V def2-TZVPD RIJCOSX def2/J DEFGRID3
* xyz 0 1
N -0.11 -0.92 1.13
N 0.24 0.95 -1.06
O 0.29 -0.79 2.23
O -0.84 -1.63 0.54
O 1.29 1.40 -1.36
O -0.87 0.98 -1.48
*
```



[9]
Formula: N2O6RuS4
Source: the Open Molecules 2025 dataset
Level of theory: the ωB97M-V functional and the def2-TZVPD basis

As for the expectation value of S²: 8.81. Its total energy is -61171.78332 eV.

```
! wB97M-V def2-TZVPD RIJCOSX def2/J DEFGRID3
* xyz 1 6
N -3.42 -0.48 -0.33
S -2.93 0.79 0.31
O -1.48 0.72 0.74
Ru 0.13 -0.11 -0.19
N 2.79 0.93 -0.66
S 2.58 1.24 0.87
O 1.08 1.36 0.97
S 2.72 -0.81 -0.84
O 1.46 -0.79 -1.68
O 2.28 -1.03 0.69
S -2.40 -2.03 -0.46
O -3.05 -2.72 -1.59
O -1.09 -1.41 -0.94
*
```



[10]
Formula: N2OS2
Source: the Open Molecules 2025 dataset
Level of theory: the ωB97M-V functional and the def2-TZVPD basis

Its energy relative to the best compared isomer or geometry (same formula, charge and spin) is 0.00 kJ/mol.

```
! wB97M-V def2-TZVPD RIJCOSX def2/J DEFGRID3
* xyz 0 1
N -1.22 -0.02 0.04
N -0.67 1.05 0.04
O -0.84 -1.18 -0.07
S 1.12 1.06 -0.03
S 1.60 -0.92 0.02
*
```



[11]
Formula: N2P2S
Source: the Open Molecules 2025 dataset
Level of theory: the ωB97M-V functional and the def2-TZVPD basis

As for the SMILES: P#[N+][S-].N#P. Its energy relative to the best compared isomer or geometry (same formula, charge and spin) is 285.76 kJ/mol.

```
! wB97M-V def2-TZVPD RIJCOSX def2/J DEFGRID3
* xyz 0 1
P 1.34 0.65 1.85
N -0.08 0.33 1.41
S -1.42 -0.24 0.91
N 0.41 -1.01 -2.00
P -0.25 0.27 -2.18
*
```



[12]
Formula: N2P2S
Source: the Open Molecules 2025 dataset
Level of theory: the ωB97M-V functional and the def2-TZVPD basis

As for the SMILES: P#P=NN=S. Its energy relative to the best compared isomer or geometry (same formula, charge and spin) is 323.85 kJ/mol.

```
! wB97M-V def2-TZVPD RIJCOSX def2/J DEFGRID3
* xyz 0 1
P 2.03 1.45 -0.30
P 0.41 1.00 -1.32
N -1.04 0.36 0.19
N -0.82 -0.72 0.42
S -0.58 -2.10 1.01
*
```